# 1
{"formula": "C16H18ClF3N4O4S", "method": "wB97M-V/def2-TZVPD", "species": ["N", "C", "O", "C", "C", "C", "C", "F", "F", "F", "N", "C", "C", "C", "C", "N", "C", "O", "N", "S", "O", "O", "C", "C", "C", "C", "Cl", "C", "C", "H", "H", "H", "H", "H", "H", "H", "H", "H", "H", "H", "H", "H", "H", "H", "H", "H", "H"], "positions_angstrom": [[-2.4263, 2.5202, -1.2424], [-1.1478, 2.9000, -1.0067], [-0.8682, 3.9584, -1.5251], [-0.0377, 1.9372, -0.4817], [0.9317, 2.6168, 0.5149], [2.1240, 3.3670, -0.0819], [3.3321, 2.5320, -0.4892], [3.9849, 2.0832, 0.6734], [3.0231, 1.4971, -1.3232], [4.1695, 3.3840, -1.1913], [-0.5221, 0.6716, 0.0863], [-0.6309, -0.4690, -0.8102], [0.6344, -1.2644, -0.7626], [0.5098, -2.6708, -1.3774], [0.1950, -2.6315, -2.8597], [0.6569, -1.6469, -3.7148], [0.1753, -1.9748, -4.8608], [-0.5552, -3.1073, -4.7843], [-0.5178, -3.5257, -3.4772], [-1.7165, 0.6830, 1.3704], [-3.0352, 0.4305, 0.7469], [-1.6540, 1.9835, 2.0044], [-1.2566, -0.6706, 2.4766], [-0.1651, -0.5735, 3.3567], [0.1952, -1.6821, 4.1329], [-0.5495, -2.8754, 4.0345], [-0.2252, -4.2707, 5.0268], [-1.5598, -2.9605, 3.1068], [-1.9185, -1.8784, 2.3343], [-2.9993, 3.2457, -1.6885], [-2.8587, 1.8868, -0.5879], [0.5247, 1.7113, -1.3654], [0.3554, 3.2810, 1.1389], [1.3479, 1.8455, 1.1310], [1.7690, 3.9308, -0.9446], [2.4333, 4.1480, 0.6386], [-1.4493, -1.1269, -0.5408], [-0.7990, -0.1418, -1.8358], [1.4715, -0.7073, -1.2574], [0.9269, -1.3842, 0.2863], [1.4482, -3.2336, -1.1824], [-0.2538, -3.2169, -0.8894], [0.3722, -1.4209, -5.7729], [0.3870, 0.3618, 3.4572], [1.0221, -1.6142, 4.8329], [-2.1174, -3.8809, 3.0696], [-2.7261, -2.0471, 1.6342]], "forces_ev_per_angstrom": [[-0.588, -1.084, 0.844], [-0.438, 0.362, -1.693], [2.024, 1.163, 0.369], [-0.937, 0.689, 1.391], [0.114, 0.100, -0.542], [-0.670, 0.561, -0.089], [-0.103, 1.487, 0.490], [-0.634, 0.142, -2.342], [0.666, 0.615, 1.183], [-0.299, -1.539, 0.958], [-1.549, -0.213, 1.644], [0.153, -0.102, -0.337], [1.563, -0.483, -0.237], [1.115, 0.660, -0.793], [0.338, 0.006, -0.101], [0.251, 0.422, 0.449], [0.048, -0.521, 1.047], [0.256, 0.556, -1.101], [-0.129, 0.049, 0.524], [-1.139, 1.627, -2.313], [1.954, -0.875, 1.190], [0.924, -1.087, 0.110], [0.477, 0.135, -0.591], [-0.192, -0.175, 0.050], [-0.399, -0.092, -0.003], [0.703, 0.753, -0.009], [0.139, 0.510, -0.172], [-0.276, -0.457, 0.519], [-0.317, -0.055, -0.336], [0.530, -0.551, 0.537], [-0.445, -0.203, -0.234], [0.185, -0.517, -0.594], [-0.005, 0.235, 0.270], [-0.046, -0.583, 0.565], [0.202, -0.100, -0.251], [0.283, -0.611, -0.330], [-0.420, 0.126, 0.163], [-0.328, 0.178, -0.035], [-0.662, -0.433, 0.353], [-0.021, -0.029, -0.065], [-0.448, 0.358, -0.384], [-0.950, -0.619, 0.508], [-0.478, -0.529, -0.075], [-0.162, -0.251, -0.076], [-0.128, 0.012, -0.108], [-0.128, -0.127, -0.272], [-0.032, 0.488, -0.080]], "mulliken_charge": [-0.27, 0.06, -0.68, -0.21, -0.76, -1.28, 0.87, -0.28, -0.24, -0.28, 0.51, -1.60, 0.03, -0.82, 0.53, -0.40, 0.05, -0.15, -0.50, 1.32, -0.75, -0.72, -0.07, -0.19, -0.77, 0.34, -0.19, -0.80, -0.10, 0.29, 0.24, 0.75, 0.51, 0.32, 0.42, 0.42, 0.72, 0.44, 0.04, 0.41, 0.36, 0.34, 0.43, 0.41, 0.42, 0.41, 0.46], "energy_ev": -62543.6317, "mol_weight_da": 454.86, "fmax_ev_per_a": 3.05, "smiles": "NC(=O)[C@@H](CCC(F)(F)F)N(CCCc1ncon1)S(=O)(=O)c1ccc(Cl)cc1", "total_charge": 0, "lumo_energy_ha": -0.0130, "orbital_gap_ev": 8.991}


# 2
{"formula": "C5H9N2O2", "method": "wB97M-V/def2-TZVPD", "species": ["C", "C", "N", "O", "C", "C", "C", "N", "O", "H", "H", "H", "H", "H", "H", "H", "H", "H"], "positions_angstrom": [[0.9732, -1.3216, -1.7551], [0.8610, -0.3893, -0.5557], [1.6591, 0.8082, -0.7044], [2.2705, 1.2026, 0.3258], [-0.4431, 0.3552, -0.5119], [-1.1201, 0.7821, 0.7498], [-0.4408, 0.5536, 2.0808], [-1.7561, -0.3824, 0.1321], [-2.8783, -0.1701, -0.5071], [1.9161, -1.8673, -1.7317], [0.9291, -0.7452, -2.6769], [0.1460, -2.0268, -1.7349], [1.0499, -0.9290, 0.3813], [-0.6818, 0.9210, -1.4049], [-1.6628, 1.7285, 0.6890], [0.5019, 1.0976, 2.1174], [-0.2416, -0.5068, 2.2125], [-1.0824, 0.8896, 2.8938]], "forces_ev_per_angstrom": [[0.136, 0.296, 0.193], [-0.394, -0.240, 0.177], [1.984, 0.909, 1.877], [-1.264, -1.001, -2.027], [-0.780, 0.008, 0.176], [0.215, -0.005, -0.211], [-0.022, 0.110, -0.222], [0.767, -0.123, 0.421], [-0.438, 0.314, -0.362], [0.096, -0.073, -0.048], [-0.053, 0.034, -0.107], [-0.083, -0.012, 0.020], [0.082, 0.300, -0.098], [-0.159, -0.158, 0.045], [-0.109, -0.241, -0.166], [0.059, -0.004, 0.164], [0.033, -0.109, 0.053], [-0.068, -0.003, 0.115]], "mulliken_charge": [-1.49, 1.00, -0.28, -0.42, -1.40, 0.68, -1.42, -0.17, -0.76, 0.38, 0.35, 0.34, 0.38, 0.28, 0.55, 0.21, 0.38, 0.40], "energy_ev": -12401.3400, "mol_weight_da": 129.14, "fmax_ev_per_a": 2.88, "smiles": "C[C@@H](N=O)[C@@H]1[C@H](C)N1[O-]", "total_charge": -1, "lumo_energy_ha": [0.1382, 0.1381], "orbital_gap_ev": [6.079, 6.078]}


Calculated values (kcal per mole) of energy above the lowest of the compared OMol25 structures with the same formula, charge and spin for the records, taken in order: 6.36, 80.85.